Entry from OMol25: a single C4H6S molecule (the ωB97M-V functional and the def2-TZVPD basis).

Last column: natural (NBO) charge in e.
CARTESIAN COORDINATES (ANGSTROEM)
C  -1.443  0.375  0.445  -0.34
C  -0.687  1.031  -0.462  -0.42
C  1.239  -1.166  0.115  -0.56
C  0.922  0.063  -0.675  -0.18
S  2.301  0.325  0.206  0.26
H  -1.469  0.591  1.503  0.18
H  -1.894  -0.539  0.239  0.18
H  -0.962  0.855  -1.441  0.22
H  -0.292  1.962  -0.258  0.22
H  0.644  -1.662  0.911  0.24
H  1.641  -1.835  -0.584  0.21

Properties
LUMO level (alpha / beta) ... -0.19 / -0.23 eV
Total energy ... -553.9980 hartree
F_max ... 2.29 eV Å⁻¹
Frontier orbital gap (alpha / beta) ... 0.2773 / 0.2701 Ha

=====

Entry from OMol25: a single C4H6S molecule (the ωB97M-V functional and the def2-TZVPD basis).

Last column: natural (NBO) charge in e.
CARTESIAN COORDINATES (ANGSTROEM)
C  -1.753  1.144  0.107  -0.22
C  -0.462  0.753  -0.004  -0.22
C  -1.471  -0.367  -0.113  -0.42
C  1.948  -0.532  0.003  -0.71
S  1.159  1.141  -0.238  0.30
H  -2.414  1.854  0.432  0.22
H  -1.428  -0.976  0.777  0.18
H  -1.804  -0.755  -1.005  0.18
H  2.950  -0.244  -0.221  0.22
H  1.511  -1.095  -0.832  0.23
H  1.764  -0.923  1.094  0.23

Properties
SMILES string ... CSC1=CC1
LUMO level ... 0.82 eV
Total energy ... -554.0769 hartree
F_max ... 6.02 eV Å⁻¹
Frontier orbital gap ... 0.3280 Ha

=====

Energy above the lowest of the compared OMol25 structures with the same formula, charge and spin, record by record: 4.739; 2.591 eV